1.
C2HF2N3O4 | ωB97M-V with the def2-TZVPD basis set

Summary:
- LUMO level: -0.474 eV
- Structure (SMILES): N#CN(F)F.O=C=O.O=NO
- Total energy: -741.513065 Eh
- Orbital gap: 0.3799 Eh

Structure (ORCA input):
```
! RIJCOSX wB97M-V def2-TZVPD def2/J DEFGRID3
* xyz 0 1
F 0.856 1.877 -0.921
F -1.065 2.145 -0.033
O -1.643 -1.666 -1.590
O 3.104 0.043 2.868
O -3.442 -1.695 -2.644
O 2.985 1.376 0.973
N 0.053 -0.741 1.097
N 0.145 1.511 0.197
N -2.996 -1.923 -1.560
C 2.993 0.711 1.941
C 0.132 0.243 0.541
H -1.122 -1.881 -0.868
*
```

2.
C51H47HfN4O4PS2Se2 | ωB97M-V with the def2-TZVPD basis set

Summary:
- LUMO level: -1.909 eV
- Total energy: -8480.265536 Eh
- Orbital gap: 0.1613 Eh

Structure (ORCA input):
```
! RIJCOSX wB97M-V def2-TZVPD def2/J DEFGRID3
* xyz 0 1
Hf 1.606 0.267 0.137
Se 2.676 3.657 0.539
Se 4.200 1.878 1.588
S -3.885 1.141 1.846
S -1.738 1.383 -1.025
P -3.465 1.550 -0.035
O 1.119 1.912 -1.306
O 0.647 4.517 -2.038
O 2.612 -1.651 -0.086
O 1.864 -0.494 2.009
N 0.664 1.922 1.552
N 3.637 0.706 -0.889
N 1.934 -1.926 -2.259
N 1.405 -0.668 -2.079
C -6.783 0.108 -1.903
C -0.343 -2.204 6.198
C -0.671 -2.134 0.262
C -4.540 0.543 -1.100
C -0.772 -2.232 4.877
C -4.232 4.187 0.655
C 4.081 0.357 -2.125
C -4.283 5.951 -0.977
C 0.792 4.139 2.480
C 0.151 3.492 -2.814
C 5.385 0.043 -2.352
C 5.869 0.420 -0.071
C -4.910 -1.172 -2.729
C -1.734 -3.923 1.610
C 4.753 -4.973 0.348
C -5.919 0.853 -1.099
C -0.249 3.836 3.366
C 0.345 1.083 -3.429
C 0.550 2.131 -2.435
C 1.419 -1.482 4.117
C -0.313 1.402 -4.665
C -0.381 1.671 2.358
C 4.592 0.912 0.032
C -0.346 -4.469 -0.414
C 1.163 3.183 1.573
C 2.576 -2.350 -1.158
C 0.971 -1.864 6.481
C 0.809 -0.221 -3.218
C 6.299 -0.034 -1.311
C -0.808 2.650 -4.907
C -4.031 -0.385 -1.993
C -0.330 5.271 -1.307
C 3.270 -4.712 -2.018
C -2.581 -3.288 -0.679
C -0.086 -1.061 0.202
C 1.826 -1.510 5.442
C 0.086 -1.873 3.839
C -6.276 -0.895 -2.702
C -3.786 3.729 -1.674
C -3.996 5.083 -1.993
C -0.516 3.717 -4.039
C 4.050 -3.826 0.088
C 3.279 -3.675 -1.082
C 2.306 -0.941 3.121
C -3.872 3.293 -0.356
C -0.832 2.564 3.305
C -4.409 5.515 0.333
C -1.319 -3.467 0.207
C 3.760 -0.840 3.504
C 3.957 -5.913 -1.738
C 4.682 -6.020 -0.570
H -1.411 2.800 -5.813
H -1.790 -2.598 4.681
H -2.952 -0.483 -2.077
H 2.807 -1.132 5.698
H -1.035 -2.451 7.022
H -4.471 7.020 -1.172
H -0.427 0.595 -5.392
H -4.547 -1.963 -3.350
H 6.503 0.466 0.821
H -6.951 -1.497 -3.316
H 5.723 -0.149 -3.365
H -0.861 -4.119 2.263
H -4.353 3.819 1.672
H -7.872 0.310 -1.869
H 4.053 -1.754 4.056
H -4.711 6.253 1.088
H -0.865 -5.447 -0.561
H -6.301 1.638 -0.447
H 0.540 -4.620 0.248
H 5.223 -6.942 -0.328
H -3.494 3.002 -2.429
H -2.281 -2.936 -1.669
H -0.807 4.729 -4.315
H -0.258 -1.869 2.805
H -3.257 -2.547 -0.222
H -0.540 4.561 4.115
H 4.043 -3.068 0.884
H -1.612 2.254 4.023
H 4.440 -0.757 2.630
H 0.726 -0.900 -4.062
H -0.809 0.690 2.197
H 5.317 -5.105 1.276
H 2.731 -4.615 -2.967
H 3.358 0.363 -2.926
H -2.409 -3.180 2.086
H -3.174 -4.207 -0.807
H 1.296 5.110 2.420
H 0.216 5.795 -0.498
H 3.914 0.067 4.153
H -0.821 6.000 -1.964
H 1.329 -1.769 7.515
H -0.010 -4.109 -1.385
H -1.070 4.566 -0.867
H 7.308 -0.449 -1.429
H -2.257 -4.892 1.555
H -3.970 5.421 -3.042
H 3.860 -6.768 -2.430
*
```

3.
C9H36B3ClHfO9S3 | ωB97M-V with the def2-TZVPD basis set

Summary:
- LUMO level: 0.060 eV
- Total energy: -2818.890920 Eh
- Orbital gap: 0.3352 Eh

Structure (ORCA input):
```
! RIJCOSX wB97M-V def2-TZVPD def2/J DEFGRID3
* xyz 0 1
Hf -5.456 -23.114 14.174
Cl -7.173 -23.010 12.194
S -8.553 -25.204 15.562
S -5.002 -25.689 16.970
S -2.233 -22.910 16.258
O -2.000 -22.868 17.658
O -5.785 -25.120 18.015
O -3.480 -25.649 17.392
O -7.559 -24.509 14.824
O -5.016 -25.108 15.659
O -9.829 -25.185 14.668
O -1.702 -21.595 15.590
O -8.328 -26.540 16.012
O -3.563 -23.036 15.760
C -5.309 -27.402 16.741
C -1.253 -24.147 15.470
C -12.208 -25.132 14.868
C 0.189 -20.347 14.862
C -0.411 -21.099 16.020
C -10.967 -25.992 15.066
C -1.686 -26.100 18.914
C -9.034 -24.205 16.908
C -3.172 -26.071 18.733
B -3.642 -23.992 12.747
B -4.613 -20.912 13.360
B -6.508 -22.066 16.087
H -2.662 -24.374 12.179
H -7.052 -21.455 16.955
H -4.548 -23.760 12.040
H -5.534 -21.502 15.766
H -5.413 -27.938 17.678
H -9.831 -24.691 17.470
H -0.605 -20.395 16.833
H -1.194 -25.152 18.707
H -1.369 -25.080 16.010
H 0.242 -21.850 16.465
H -6.213 -23.152 16.430
H 1.081 -19.838 15.226
H -4.523 -27.757 16.078
H -3.614 -27.041 18.993
H -8.207 -23.993 17.582
H -11.038 -26.874 14.434
H -12.368 -24.481 15.726
H -4.381 -19.742 13.341
H -5.748 -21.078 13.611
H -0.528 -19.664 14.417
H -0.218 -23.808 15.465
H -1.240 -26.924 18.355
H -1.594 -24.165 14.435
H -13.060 -25.797 14.737
H -12.083 -24.532 13.968
H -4.141 -21.362 14.350
H -7.243 -22.147 15.169
H -3.976 -24.783 13.564
H -4.235 -21.495 12.395
H -1.440 -26.305 19.959
H -9.405 -23.251 16.537
H -6.239 -27.440 16.174
H -10.842 -26.289 16.104
H 0.498 -21.049 14.084
H -3.666 -25.420 19.459
H -3.297 -23.051 13.354
*
```

> Look up the LUMO level of the first one.

-0.474 eV

> Among the records above, which one has the lowest total energy?

C51H47HfN4O4PS2Se2